# 1
Molecular formula: C3H5F2NO
Method: DFT, the ωB97M-V functional and the def2-TZVPD basis

Values from the calculation:
HOMO energy (alpha / beta): -9.0 / -9.0 eV
Frontier orbital gap (alpha / beta): 0.3175 / 0.3175 hartree
Energy above the lowest of the compared OMol25 structures with the same formula, charge and spin: 4.148 eV
Max |F|: 4.4 eV Å⁻¹

Positions of all 12 atoms, in Å:
C 1.334139 0.377472 -0.395080
C 0.078864 0.425379 0.438311
N -0.840357 1.456266 -0.016443
O -1.261750 1.472442 -1.158888
C -0.841810 -1.069369 0.316922
F -1.602068 -0.962880 -0.781970
F -1.733445 -1.165173 1.241549
H 2.066080 1.140272 -0.015211
H 0.981631 0.498583 -1.381714
H 1.930223 -0.538308 -0.172133
H 0.218334 0.476798 1.623101
H -0.329842 -2.111478 0.301560

Atoms 1-2, force components in eV/Å:
1.49 -0.22 2.55
-1.13 -3.84 1.94

---

# 2
Molecular formula: C3H5F2NO
Method: DFT, the ωB97M-V functional and the def2-TZVPD basis

Values from the calculation:
HOMO energy: -10.3 eV
Frontier orbital gap: 0.4081 hartree
Energy above the lowest of the compared OMol25 structures with the same formula, charge and spin: 3.703 eV
Max |F|: 4.2 eV Å⁻¹

Positions of all 12 atoms, in Å:
C 1.850691 -0.629672 -1.394845
C 1.109424 0.378210 -1.628799
F 0.893965 1.428802 -0.797319
F 0.282463 0.501910 -2.672199
H 1.881502 -1.361827 -2.150113
H 2.452321 -0.744726 -0.565095
C -1.115465 -0.642131 1.519057
N -2.039001 0.052348 0.999463
O -2.298668 1.305872 1.373665
H -0.355775 -0.230950 2.231826
H -0.994738 -1.624935 1.107695
H -1.666719 1.567100 1.976665

Atoms 1-2, force components in eV/Å:
0.70 -1.29 -0.77
-2.88 3.00 0.24

---

# 3
Molecular formula: C3H5F2NO2
Method: DFT, the ωB97M-V functional and the def2-TZVPD basis

Values from the calculation:
HOMO energy: -8.0 eV
Frontier orbital gap: 0.3114 hartree
Energy above the lowest of the compared OMol25 structures with the same formula, charge and spin: 4.231 eV
Max |F|: 7.0 eV Å⁻¹

Positions of all 13 atoms, in Å:
C -0.720757 -2.164105 -0.559964
C -0.274577 0.766475 0.288453
C 1.105956 0.933072 -0.144235
N -0.923711 -2.104733 -1.760505
O -0.664050 -2.342634 0.575627
O -0.259336 0.098286 1.649574
F 1.952197 1.220046 0.935282
F 1.621569 -0.271150 -0.603846
H -0.857741 1.614713 0.685654
H 1.345069 1.713747 -1.038893
H 0.482856 0.347579 2.230930
H -0.525232 -1.813328 -2.543525
H -0.483574 -0.768967 1.512395

Atoms 1-2, force components in eV/Å:
-0.41 0.61 -5.33
-1.52 1.09 -0.01

---

# 4
Molecular formula: C3H5FINO
Method: DFT, the ωB97M-V functional and the def2-TZVPD basis

Values from the calculation:
HOMO energy: -9.7 eV
Frontier orbital gap: 0.3714 hartree
Energy above the lowest of the compared OMol25 structures with the same formula, charge and spin: 1.064 eV
Max |F|: 4.4 eV Å⁻¹

Positions of all 12 atoms, in Å:
C 1.067083 0.970820 -0.540046
C -0.977973 -0.358685 -1.310528
C 1.628262 2.216922 1.584298
N 0.042907 0.449495 -0.808420
O 1.413462 1.197065 2.170754
F -0.194315 -0.693630 1.962909
I 0.222812 3.795696 1.130621
H 0.149356 -0.365753 2.749000
H -1.737752 -0.017545 -0.541586
H -0.580429 -1.326442 -1.505091
H -1.317007 0.066588 -2.317071
H 2.624485 2.634766 1.145876

Atoms 1-2, force components in eV/Å:
-1.95 -0.89 -0.95
-1.93 3.03 -0.48

---

# 5
Molecular formula: C3H5FN4O2
Method: DFT, the ωB97M-V functional and the def2-TZVPD basis

Values from the calculation:
HOMO energy: -9.4 eV
Frontier orbital gap: 0.3334 hartree
Energy above the lowest of the compared OMol25 structures with the same formula, charge and spin: 0.334 eV
Max |F|: 3.1 eV Å⁻¹

Positions of all 15 atoms, in Å:
C 0.902309 -1.021517 0.136644
C -0.568443 1.118187 0.434710
C -2.452427 -0.079013 -0.309583
N -0.417235 -1.120942 0.047760
N 1.602583 0.060130 0.096428
N -1.086288 0.012701 0.049054
N 2.951856 -0.089700 -0.040266
O 3.468618 -1.000080 0.524707
O 3.518885 0.733603 -0.663908
F -1.253676 2.268814 0.288784
H 1.466789 -1.882763 -0.106074
H 0.422734 1.321303 0.711817
H -2.518836 -0.993835 -0.807900
H -3.237876 -0.029075 0.501898
H -2.798986 0.702182 -0.864074

Atoms 1-2, force components in eV/Å:
-0.09 -0.34 -1.72
-1.20 2.52 -0.71

---

# 6
Molecular formula: C3H5FO
Method: DFT, the ωB97M-V functional and the def2-TZVPD basis

Values from the calculation:
HOMO energy: -8.3 eV
Frontier orbital gap: 0.3390 hartree
Energy above the lowest of the compared OMol25 structures with the same formula, charge and spin: 3.036 eV
Max |F|: 12.2 eV Å⁻¹

Positions of all 10 atoms, in Å:
C 1.643623 0.087739 -0.090651
O 0.254382 0.230152 -0.648287
C -0.541959 -0.113850 0.324727
C -1.881648 -0.140281 0.000938
F -2.223939 0.119852 -1.281532
H 1.474651 -0.452740 0.954920
H 1.972668 1.233816 -0.025959
H 2.377391 -0.364582 -0.885414
H -0.307116 -0.350195 1.184067
H -2.768054 -0.249909 0.467191

Atoms 1-2, force components in eV/Å:
0.18 2.00 -0.64
4.12 -0.60 0.07

---

Please write out number 6 again, unchanged.
Molecular formula: C3H5FO
Method: DFT, the ωB97M-V functional and the def2-TZVPD basis

Values from the calculation:
HOMO energy: -8.3 eV
Frontier orbital gap: 0.3390 hartree
Energy above the lowest of the compared OMol25 structures with the same formula, charge and spin: 3.036 eV
Max |F|: 12.2 eV Å⁻¹

Positions of all 10 atoms, in Å:
C 1.643623 0.087739 -0.090651
O 0.254382 0.230152 -0.648287
C -0.541959 -0.113850 0.324727
C -1.881648 -0.140281 0.000938
F -2.223939 0.119852 -1.281532
H 1.474651 -0.452740 0.954920
H 1.972668 1.233816 -0.025959
H 2.377391 -0.364582 -0.885414
H -0.307116 -0.350195 1.184067
H -2.768054 -0.249909 0.467191

Atoms 1-2, force components in eV/Å:
0.18 2.00 -0.64
4.12 -0.60 0.07

---

- Look up the energy above the lowest of the compared OMol25 structures with the same formula, charge and spin of the second one.
  3.703 eV

---

- Which of these has the highest energy above the lowest of the compared OMol25 structures with the same formula, charge and spin?
  C3H5F2NO2

---

- Among the records above, which one has the lowest energy above the lowest of the compared OMol25 structures with the same formula, charge and spin?
  C3H5FN4O2